w.
{"formula": "C2H3IOS", "method": "ωB97M-V/def2-TZVPD", "elements": ["C", "S", "C", "O", "I", "H", "H", "H"], "xyz": [[-0.18692, -0.17621, -0.13178], [-0.24003, -1.88381, -0.78666], [0.97881, -2.75933, 0.63418], [1.48622, -2.18680, 1.51942], [0.99667, -4.85015, 0.17179], [-1.14450, 0.20611, -0.44213], [0.49219, 0.48925, -0.69605], [0.18590, 0.04853, 0.90599]], "mulliken_charge": [-0.778, -0.090, 0.273, -0.339, 0.070, 0.273, 0.300, 0.292], "smiles": "CSC(=O)I", "gap_ev": 8.87, "total_charge": 0, "lumo_energy_ev": -0.541, "spin_multiplicity": 1}


x.
{"formula": "C2H3IOS", "method": "ωB97M-V/def2-TZVPD", "elements": ["C", "C", "O", "S", "I", "H", "H", "H"], "xyz": [[-0.16097, 0.43725, -1.90053], [0.23437, -0.44828, 1.35241], [0.37634, 0.11489, -2.86786], [1.17027, 0.98629, 0.55184], [-2.23406, 0.64226, -1.65100], [-0.73883, -0.03170, 1.34787], [0.79985, -0.39014, 2.41828], [0.55302, -1.31057, 0.74899]], "mulliken_charge": [0.150, -0.697, -0.264, -0.113, 0.146, 0.244, 0.264, 0.270], "gap_ev": [6.25, 6.25], "total_charge": 0, "lumo_energy_ev": [-2.368, -2.368], "spin_multiplicity": 1}


Sorted by energy, starting with the most stable: w, x.